[1]
Entry from the Open Molecules 2025 dataset: 8 unconnected molecules or ions with the total composition C32H44Br4N4O2 (the ωB97M-V functional and the def2-TZVPD basis).

Values from the calculation:
multiplicity: 1
max |F|: 0.0536 hartree/bohr
energy above the lowest of the compared OMol25 structures with the same formula, charge and spin: 135.32 kJ/mol
LUMO: 0.361 eV
E_tot: -11911.19892 Eh
HOMO level: -9.4 eV

Each line ends with the Mulliken charge.
Geometry (Å):
H1 1.1586 6.9773 1.7170  0.47
H2 -1.0342 6.1234 2.6799  0.27
H3 2.1498 2.5889 -3.8617  0.43
H4 0.8287 3.2385 -5.9747  0.42
H5 2.8153 7.1603 -0.2160  0.40
H6 -4.3425 4.5795 -3.4080  0.44
H7 4.3303 5.3426 -0.6059  0.37
H8 -3.8563 -4.1308 0.5376  0.34
C1 0.7545 1.0739 -3.3343  0.19
H9 1.3091 0.9452 -2.4165  0.29
H10 -0.5812 -1.9158 4.7833  0.37
H11 0.1386 -5.2593 5.0517  0.31
O1 -1.7922 -6.5727 -0.1482  -0.51
H12 2.4271 -0.9047 -0.7108  0.11
C2 -3.8096 2.4442 -3.0406  -0.09
C3 -0.9530 -0.1357 -0.0904  -0.03
H13 -1.5441 -3.6897 0.8045  -0.19
H14 -1.7160 -0.6782 -0.6288  0.46
C4 -1.9762 5.6087 2.4907  -0.67
N1 3.6845 4.0753 0.9353  -0.59
C5 4.1691 -1.9788 -1.3911  -0.31
C6 -3.5181 3.8865 -3.5759  -0.58
O2 -0.4275 -3.4418 3.2803  -0.38
C7 -2.9644 -6.1690 0.5460  -0.42
H15 1.6574 -0.5014 2.0175  0.40
H16 -0.1869 -1.7713 0.9739  0.24
H17 -0.1484 -5.5650 0.4962  -0.11
N2 1.2183 1.2937 1.0697  -0.11
C8 0.8987 -4.7407 4.4674  -0.88
C9 2.6961 6.2687 0.3817  -0.58
C10 1.7416 6.1412 1.3601  -0.16
C11 -2.0759 5.2885 1.0041  -0.06
Br1 -1.8511 7.0375 0.1562  -0.15
Br2 -2.0114 3.9107 3.5360  -0.18
H18 -1.3517 1.7636 -1.0710  0.15
H19 -1.7971 -0.0295 -5.0241  0.41
C12 -0.6835 1.7435 -5.5737  -0.32
C13 -1.0146 0.6608 -4.7458  -0.42
H20 2.1313 -3.0442 5.0630  0.29
C14 1.0787 -3.3258 5.0943  -0.59
C15 0.5092 2.4642 -5.2930  -0.38
C16 3.6878 5.2788 0.2598  -0.33
H21 0.6224 2.9048 -0.0545  0.77
H22 1.1190 -3.0138 -0.2044  0.22
C17 -3.1867 -4.7432 -0.0664  -0.75
C18 2.7243 -4.1874 -0.7380  -0.41
H23 1.0506 4.8565 2.9101  0.34
C19 1.7222 4.9659 2.0714  -0.07
H24 -1.3504 1.9063 -6.4075  0.45
H25 2.1388 -5.0381 -0.4218  0.26
C20 3.9934 -4.2800 -1.3328  -0.34
C21 0.1444 -2.4968 4.2140  0.08
C22 -0.8962 -5.4334 -0.2859  -0.13
C23 0.3355 1.9031 0.2293  -1.16
C24 -1.7818 -4.1823 -0.1383  0.39
C25 2.6614 3.9468 1.8339  -0.26
C26 0.9573 -0.0064 1.3607  -0.98
H26 1.7881 -5.3589 4.5893  0.39
C27 2.8692 -1.8598 -0.9531  -0.06
H27 -2.9086 1.8449 -2.9096  -0.27
H28 4.3811 -5.2859 -1.3980  0.34
Br3 -4.3578 2.6083 -1.1552  -0.17
H29 2.5361 3.0314 2.3931  0.43
C28 0.4687 -4.4744 3.0515  0.18
C29 2.1372 -2.9922 -0.5640  0.38
H30 -1.6327 -3.4321 -0.9149  0.28
H31 -2.7562 -6.1914 1.6157  0.21
H32 0.6392 -1.7203 3.6305  -0.28
C30 1.2573 2.0709 -4.1802  -0.83
H33 -3.6562 -4.9455 -1.0291  0.30
N3 -0.3962 0.3890 -3.5706  -0.22
H34 -2.8377 6.2070 2.7872  0.46
C31 -0.7304 1.2311 -0.3661  -0.31
H35 -3.0294 4.8330 0.7369  0.39
H36 1.2913 -4.0777 2.4565  0.06
N4 4.7765 -3.1745 -1.6006  -0.57
H37 0.7608 -3.2733 6.1355  0.29
C32 -0.0780 -0.7094 0.8098  0.48
H38 -3.3696 3.7962 -4.6519  0.36
H39 -4.5397 1.8770 -3.6178  0.44
H40 -0.3577 -5.4936 -1.2316  0.28
Br4 -1.9726 4.6438 -2.6424  -0.13
H41 -1.2786 4.6324 0.6551  -0.07
H42 -3.7405 -6.9218 0.4080  0.33
H43 0.0176 -5.3275 2.5446  0.20
H44 4.7159 -1.0700 -1.5948  0.38

***

[2]
Entry from the Open Molecules 2025 dataset: 2 unconnected molecules or ions with the total composition C7H20N4 (the ωB97M-V functional and the def2-TZVPD basis).

Values from the calculation:
multiplicity: 1
max |F|: 0.1077 hartree/bohr
energy above the lowest of the compared OMol25 structures with the same formula, charge and spin: 445.14 kJ/mol
LUMO: -6.831 eV
E_tot: -496.96721 Eh
net charge: +2
HOMO level: -17.4 eV

Each line ends with the natural charge from an NBO analysis.
Geometry (Å):
H1 4.1863 1.5222 -1.3761  0.25
C1 -4.9070 1.1029 0.4244  -0.68
N1 -0.0877 -0.4837 0.3072  -0.41
H2 -4.2043 1.6462 1.0114  0.22
H3 3.9116 2.0323 0.1704  0.24
H4 -5.3352 -1.5151 -0.7312  0.31
H5 0.1598 1.0778 1.7383  0.23
H6 -2.3803 -1.0216 0.3180  0.43
N2 2.2926 -0.8169 -0.0486  -0.45
H7 -5.3926 1.6947 -0.3737  0.29
C2 3.5963 1.3312 -0.5205  -0.62
H8 5.6588 -0.8640 0.0866  0.26
H9 1.1546 -1.0180 1.7505  0.43
H10 3.9487 -0.0479 1.1056  0.22
H11 2.6581 1.7253 -0.6662  0.19
H12 4.8023 -0.7919 -1.5464  0.23
C3 4.7145 -0.9809 -0.4798  -0.63
H13 1.1507 1.4340 0.2420  0.26
H14 2.3833 -1.7424 -0.2951  0.41
H15 -5.0396 -0.2153 -1.9994  0.30
H16 4.5471 -2.1687 -0.4025  0.22
H17 -5.7109 0.6497 1.1861  0.31
N3 1.2639 -0.5642 0.8764  -0.07
H18 0.2563 -0.5106 -0.6833  0.40
N4 -2.9073 -0.2123 0.4409  -0.64
C4 3.5991 -0.1188 0.0928  -0.09
C5 -4.0253 0.0160 -0.1002  0.51
C6 -4.5014 -0.8102 -1.1859  -0.71
H19 -2.5484 0.4099 1.3035  0.43
C7 0.5892 0.7211 0.8571  -0.07
H20 -3.8332 -1.4807 -1.5024  0.24

***

[3]
Entry from the Open Molecules 2025 dataset: a molecular structure, C3H8O3Ru (the ωB97M-V functional and the def2-TZVPD basis).

Values from the calculation:
<S²>: 8.761
multiplicity: 6
max |F|: 0.0837 hartree/bohr
energy above the lowest of the compared OMol25 structures with the same formula, charge and spin: 0.00 kJ/mol
LUMO (spin up / spin down): -4.204 / -6.727 eV
E_tot: -439.24388 Eh
net charge: +1
HOMO level (spin up / spin down): -11.9 / -13.9 eV

Each line ends with the Löwdin spin population.
Geometry (Å):
O1 3.0202 -0.0140 -0.0883  0.18
C1 0.1859 -1.4951 -0.2032  0.34
H1 3.6695 0.5801 0.3003  0.01
O2 -1.1809 -1.0376 -0.3973  0.18
O3 -0.0732 1.7923 -0.4609  0.47
C2 -1.5882 0.0469 0.4056  0.02
H2 3.2108 -0.9512 0.2557  0.01
Ru1 1.1621 0.3981 -0.6074  3.62
H3 -1.9711 1.4033 -1.2046  0.01
H4 0.3245 -2.2920 -0.9537  0.04
C3 -1.3959 1.4170 -0.2531  0.06
H5 0.2718 -1.9339 0.8126  0.03
H6 -2.6625 -0.0936 0.6105  0.00
H7 -1.0543 0.0366 1.3775  0.00
H8 -1.9186 2.1432 0.4064  0.01

***

[4]
Entry from the Open Molecules 2025 dataset: a molecular structure, C20H40P2PdSi (the ωB97M-V functional and the def2-TZVPD basis).

Values from the calculation:
<S²>: 2.073
multiplicity: 3
max |F|: 0.0946 hartree/bohr
energy above the lowest of the compared OMol25 structures with the same formula, charge and spin: 594.10 kJ/mol
LUMO (spin up / spin down): 0.579 / -0.097 eV
E_tot: -1885.71933 Eh
HOMO level (spin up / spin down): -4.5 / -6.3 eV

Each line ends with the Löwdin spin population.
Geometry (Å):
H1 -0.8221 -3.6299 2.1947  0.00
H2 -3.0592 0.8431 -3.5011  0.00
P1 0.7538 -1.6511 -0.8694  0.41
C1 -1.5727 -0.2905 5.8144  0.01
H3 0.3427 -3.1812 3.4176  0.00
C2 -0.0693 2.0720 4.6820  0.00
H4 3.0834 -1.2675 -0.4920  0.00
C3 -1.7025 2.8565 0.0656  0.00
H5 1.2771 -1.5577 -5.0521  0.00
H6 -1.8903 -1.3233 5.6911  0.00
H7 0.1320 0.1690 -1.9713  0.01
H8 -1.5270 3.4627 -0.8303  0.00
H9 -1.1630 -0.6944 -5.3302  0.01
H10 0.8745 -3.3611 1.7590  0.00
C4 -1.1140 -1.4420 -3.2833  0.30
H11 -0.6335 -3.4407 0.1312  0.01
C5 -0.6146 -2.9322 -0.8471  0.11
H12 -1.1615 -0.1582 6.8227  0.00
C6 1.2073 -0.9249 -4.1363  0.00
H13 0.9430 -0.1984 6.7788  0.00
H14 0.2868 0.4731 -5.5657  0.00
H15 0.6234 2.3729 -1.4334  0.00
C7 1.3206 -0.3332 5.7375  0.01
H16 2.2271 -0.9449 -3.7063  0.00
H17 -2.5096 2.1334 -0.1025  0.00
H18 1.0062 2.1245 -3.2024  0.00
H19 0.3649 3.3823 2.4463  0.00
H20 0.9928 3.9739 0.8758  0.00
C8 0.0448 -2.9824 2.3693  0.01
H21 1.9676 0.1730 -1.9716  0.01
C9 1.0461 0.2427 -1.3811  0.19
C10 0.8255 3.0987 1.5093  0.00
H22 1.7802 0.9766 -4.9401  0.00
H23 2.1856 0.3330 5.5458  0.00
H24 -1.8160 -2.1112 -2.7747  0.02
H25 1.6185 -1.3889 5.5857  0.00
C11 0.9979 1.6158 -0.7446  0.04
H26 -0.2527 2.3266 5.7406  0.00
C12 2.4192 -2.1389 -0.5556  0.05
H27 2.0348 1.8560 -0.4692  0.00
H28 0.9120 2.4583 4.3866  0.00
H29 2.4721 -2.6954 0.3849  0.01
C13 0.2459 1.4104 -3.5914  0.01
C14 -0.3655 -0.5558 2.9876  0.32
H30 -2.6631 -1.1843 -4.7053  0.00
H31 -1.4436 2.1650 -2.4884  0.00
H32 0.7778 -2.4010 -2.6413  0.05
H33 -0.8210 2.5337 4.0369  0.00
H34 -1.9944 3.4851 0.9115  0.00
H35 -2.2945 1.3201 -5.0262  0.00
C15 0.2300 -1.5312 -3.0879  0.09
Si1 -0.2138 0.2134 4.6993  0.06
P2 -0.2270 1.9588 0.6179  0.01
C16 -1.0623 1.4653 -3.2358  0.01
H36 -2.4424 0.3486 5.6700  0.00
C17 -0.2826 -1.5365 2.1589  -0.01
Pd1 -0.8215 -0.3712 0.2588  0.12
C18 -1.7490 -0.6610 -4.3934  0.05
C19 -2.1156 0.7959 -4.0680  0.02
H37 -0.4790 -3.6700 -1.6543  0.02
H38 2.8290 -2.7824 -1.3382  0.01
H39 1.7903 2.6348 1.7237  0.00
C20 0.8573 0.4663 -4.6203  0.00
H40 -1.5874 -2.3999 -0.9925  0.01

***

[5]
Entry from the Open Molecules 2025 dataset: 2 unconnected molecules or ions with the total composition CH5N2S (the ωB97M-V functional and the def2-TZVPD basis).

Values from the calculation:
multiplicity: 1
max |F|: 0.0305 hartree/bohr
energy above the lowest of the compared OMol25 structures with the same formula, charge and spin: 44.91 kJ/mol
LUMO: 3.757 eV
E_tot: -548.82977 Eh
net charge: -1
HOMO level: -2.9 eV

Each line ends with the natural charge from an NBO analysis.
Geometry (Å):
N1 -0.2316 -0.1383 -0.1798  -0.80
N2 -1.0463 1.7995 -1.2262  -0.78
H1 -0.6127 2.6007 -1.6720  0.32
C1 -0.1455 0.9000 -1.0255  0.29
H2 0.7811 1.0801 -1.5828  0.13
H3 -0.7611 -0.1730 0.6595  0.42
H4 0.5652 -0.7411 -0.0700  0.42
H5 0.5906 -2.6481 3.2102  0.09
S1 0.8604 -2.6799 1.8866  -1.08

***

[6]
Entry from the Open Molecules 2025 dataset: a molecular structure, C6H12BNO3 (the ωB97M-V functional and the def2-TZVPD basis).

Values from the calculation:
multiplicity: 1
max |F|: 0.1067 hartree/bohr
energy above the lowest of the compared OMol25 structures with the same formula, charge and spin: 571.80 kJ/mol
LUMO: -0.224 eV
E_tot: -541.03352 Eh
HOMO level: -8.0 eV

Each line ends with the natural charge from an NBO analysis.
Geometry (Å):
H1 -1.0936 -2.3436 1.6043  0.20
H2 -1.3728 2.0954 -2.3178  0.23
H3 -2.7060 -2.0444 0.9646  0.17
B1 -1.3657 -0.3450 -0.7662  1.17
H4 3.7647 -1.1544 0.8382  0.24
C1 -0.6070 2.2920 -1.4729  -0.64
O1 2.9426 -1.6058 -1.5332  -0.36
H5 2.7034 -0.4185 1.9929  0.22
H6 3.8652 0.6250 0.9024  0.22
H7 -1.0875 3.0200 -0.7140  0.21
C2 -1.6393 -2.3144 0.6975  -0.27
C3 2.0518 -0.0779 -0.0591  0.01
H8 -1.5347 -3.3061 0.1725  0.19
O2 -2.3588 -0.2193 -1.6379  -0.88
H9 -3.0411 -0.7883 -1.4642  0.49
C4 1.0461 0.8833 0.0213  -0.01
N1 2.1960 -0.6348 -1.2952  0.05
C5 3.1060 -0.2442 1.0457  -0.68
H10 0.1330 3.1150 -1.8209  0.20
C6 0.0906 1.0012 -1.0758  -0.54
H11 1.1487 1.5028 0.8152  0.19
H12 0.6841 0.6538 -1.9994  0.28
O3 -0.9777 -1.1810 0.2507  -0.72